Molecular formula: C22H45CoN2P3SSe
Method: DFT, wB97M-V/def2-TZVPD

Geometry as XYZ:
```
75
Properties=species:S:1:pos:R:3
H -0.22 4.71 -0.97
Se 0.79 -1.92 1.58
H -0.60 -5.09 5.22
C 0.86 -3.40 5.36
C -1.18 4.19 -0.82
H 0.66 4.34 1.63
H -3.36 1.91 -0.73
H -0.61 -4.50 1.54
H -2.04 -1.26 1.52
H -1.47 4.28 0.24
H -2.04 -3.87 2.40
H 2.85 2.48 -1.28
H 1.13 -3.08 -4.98
C 1.23 -1.89 -3.24
S 1.38 -0.14 -1.19
H 3.44 3.58 0.00
H 0.10 1.46 3.63
H 1.71 -0.48 4.68
C -0.87 -1.54 -2.06
H 1.94 -1.14 -7.66
P 1.62 2.27 0.83
H 2.29 -2.33 -6.29
H -1.53 0.91 4.11
N -0.21 -3.85 3.48
P -1.37 1.05 1.72
H 2.89 -1.41 3.71
H 0.81 3.14 2.96
H -3.01 2.33 2.91
C 0.59 -2.76 3.21
C -0.31 2.52 -2.98
H -0.34 -0.26 3.46
C 2.89 1.22 1.61
H 1.28 -3.35 6.33
C -2.40 2.54 2.02
H -2.63 -2.24 -3.03
C 1.30 3.56 2.07
N 1.26 -2.52 4.37
C 0.34 -2.43 -7.16
C 1.57 -1.92 -7.00
H -0.95 3.10 -3.65
H -1.37 -1.03 -1.21
H -1.36 -5.47 2.85
H 1.93 3.97 -0.89
C 2.21 -1.45 4.56
H 2.26 -1.56 -3.40
H -3.32 -0.26 2.29
H -3.22 2.59 -2.36
H -3.05 2.76 1.16
H 3.61 0.88 0.86
H 0.67 3.00 -2.96
C -0.71 0.77 3.39
C 2.55 3.16 -0.48
H -1.96 4.66 -1.44
C -1.11 -4.45 2.51
C -0.05 -4.24 4.80
H -3.08 -0.20 0.51
H -0.19 1.52 -3.43
H 3.41 1.81 2.37
H -2.76 0.90 -2.05
H 2.77 -1.67 5.46
H 2.28 3.98 2.33
H -1.36 -3.14 -4.98
C -1.54 -2.19 -3.07
C 0.52 -1.40 -2.15
C -0.83 -2.72 -4.15
H -0.36 -2.00 -7.88
C 0.56 -2.63 -4.18
Co -0.06 1.20 0.08
C -2.75 1.91 -1.64
P -1.03 2.42 -1.29
H -1.75 3.41 2.23
H 2.44 0.33 2.08
H 0.00 -3.37 -6.69
H 1.48 0.60 -2.34
C -2.57 -0.30 1.48
```

Properties
DFT total energy in hartree: -6180.1842
Orbital gap (alpha / beta) in Eh: 0.2638 / 0.1094
LUMO level (alpha / beta) in eV: -7.73 / -12.81
Net charge: +3
ΔE to the lowest compared entry with this formula, charge and spin in kcal per mole: 45.9
Multiplicity: 5

Atomic partial charges in e from the Löwdin method, atoms 1 to 6: 0.048, 0.979, 0.161, 0.050, -0.217, 0.050

Molecular formula: C18H37Cl12N3O3
Method: DFT, wB97M-V/def2-TZVPD

Geometry as XYZ:
```
73
Properties=species:S:1:pos:R:3
H -2.60 -0.35 -0.50
H 5.24 1.20 2.24
Cl 0.35 -1.90 -4.02
C 3.72 -6.28 -1.91
H 1.61 -4.56 -2.81
C 1.10 4.03 -1.78
H -3.00 -0.14 5.35
H 1.67 2.65 1.15
H 2.07 6.96 -2.34
H -0.35 -0.88 -1.67
H 3.67 -0.15 1.36
H 1.36 0.14 -4.56
H -1.30 -2.17 -0.88
O 5.06 3.25 2.61
Cl -1.81 -4.76 0.05
C 2.88 0.47 1.77
N 1.52 5.27 -1.44
H -2.30 -5.20 2.72
H -4.69 -0.71 5.33
H -3.81 -4.22 3.03
H 2.41 0.09 2.68
H 2.09 0.53 1.02
H 0.89 6.90 -0.28
C 1.89 -6.35 -0.32
C 1.25 5.88 -0.16
Cl -2.91 2.25 3.96
Cl -3.80 3.17 0.98
H -2.78 -3.03 1.16
N 3.35 1.83 2.04
C -3.92 -0.19 4.76
H 3.41 6.09 -1.79
Cl -2.33 0.26 -3.93
H -1.72 -0.68 1.01
C 4.62 2.11 2.29
C -4.29 1.29 4.58
C 0.31 -0.15 -4.65
O 1.44 3.49 -2.77
C 2.06 -4.47 -1.82
N 2.47 -5.74 -1.34
O 2.26 -7.35 0.26
H 3.91 -7.35 -1.94
H -4.70 1.80 5.45
Cl -6.16 3.89 -0.68
C -3.09 -4.07 1.03
H 0.52 5.31 0.41
H -5.02 1.46 3.79
Cl -1.00 1.36 0.08
C -4.46 3.36 -0.65
Cl -4.14 1.84 -1.59
Cl -4.25 -6.34 1.92
H -0.24 0.86 -2.76
C -0.71 -1.26 -0.71
H 1.84 2.94 2.89
H -4.06 -4.05 0.54
H 3.75 -5.92 -2.94
Cl 0.67 -1.84 0.32
H 4.56 -5.79 -1.43
C 2.38 2.90 1.94
H 2.59 5.68 -3.33
H 1.35 -3.93 -1.20
C -0.55 0.73 -3.79
H 2.17 5.89 0.43
H 1.04 -5.79 0.11
H 0.49 3.53 -1.01
C -3.25 -4.84 2.33
H 2.85 3.86 1.73
C 2.45 5.94 -2.28
H 2.94 -3.84 -1.97
H -0.39 1.72 -4.22
Cl -3.57 4.71 -1.36
C -1.62 -0.35 -0.03
H 0.05 -0.13 -5.71
Cl -3.45 -0.84 3.24
```

Properties
DFT total energy in hartree: -6620.3004
Orbital gap in Eh: 0.3374
LUMO level in eV: 0.07
SMILES: ClC(Cl)(Cl)Cl.CN(C)C=O.CN(C)C=O.CN(C)C=O.ClCCCl.ClCCCl.ClCCCl.ClCCCl
Net charge: 0
ΔE to the lowest compared entry with this formula, charge and spin in kcal per mole: 28.4
Multiplicity: 1

Atomic partial charges in e from the Löwdin method, atoms 1 to 6: 0.056, 0.132, 0.506, -0.029, 0.075, -0.377

Molecular formula: C5H7NO
Method: DFT, wB97M-V/def2-TZVPD

Geometry as XYZ:
```
14
Properties=species:S:1:pos:R:3
C 1.58 -0.75 -0.10
C -1.25 -0.23 -0.26
N 1.56 0.49 -0.31
O 0.67 -1.35 0.49
C -2.51 -0.37 -0.09
C 0.51 1.28 0.12
H -0.59 -1.07 -0.63
C -0.70 1.00 0.09
H 2.63 1.02 -0.49
H -2.98 0.51 0.38
H -3.20 -1.19 -0.53
H 2.59 -1.40 -0.30
H 0.84 2.34 0.56
H -1.22 1.68 0.75
```

Properties
DFT total energy in hartree: -324.5725
Orbital gap in Eh: 0.3294
LUMO level in eV: 0.31
SMILES: C=C/C=C\NC=O
Net charge: 0
ΔE to the lowest compared entry with this formula, charge and spin in kcal per mole: 95.3
Multiplicity: 1

Atomic partial charges in e from the natural (NBO) method, atoms 1 to 6: 0.510, -0.244, -0.608, -0.632, -0.353, -0.010